Entry 1:
Entry from the OMol25 dataset: an isolated molecule of C6H8O2 at a distorted geometry (ωB97M-V/def2-TZVPD).

Structure (ORCA input):
```
! wB97M-V def2-TZVPD RIJCOSX def2/J DEFGRID3
* xyz 0 1
O 2.533 -0.355 -0.218
C 1.363 -0.293 0.331
C 0.731 1.166 0.149
C -0.603 1.374 -0.232
C -1.696 0.244 -0.222
C -1.041 -0.963 0.461
O -0.503 -2.145 -0.191
C 0.144 -0.935 -0.374
H 2.717 -1.253 -0.715
H 1.224 -0.634 1.541
H 1.576 1.923 0.183
H -0.838 2.428 -0.298
H -2.309 0.021 -1.130
H -2.288 0.799 0.614
H -1.044 -1.012 1.515
H 0.034 -0.364 -1.415
*
```

Values from the calculation:
Largest force on an atom   7.56 eV Å⁻¹
Structure (SMILES)   O[C@H]1C=CC[C@H]2O[C@H]12
Highest occupied orbital energy   -9.25 eV
Relative energy (zero: lowest compared OMol25 entry of this formula, charge and spin)   553.22 kJ/mol

=====

Entry 2:
Entry from the OMol25 dataset: the ion C5H12ClN5 with charge +2 at a distorted geometry (ωB97M-V/def2-TZVPD).

Structure (ORCA input):
```
! wB97M-V def2-TZVPD RIJCOSX def2/J DEFGRID3
* xyz 2 1
C -2.195 1.308 -0.756
N -1.608 -0.031 -0.299
C -2.622 -0.929 0.423
C -0.320 -0.319 -0.159
Cl 0.109 -2.050 -0.907
N 0.336 -0.637 1.308
C 1.541 -0.958 1.407
N 2.418 -0.605 0.455
C 2.016 0.311 -0.509
N 2.988 0.999 -1.094
N 0.733 0.529 -0.671
H -2.404 1.304 -1.778
H -3.151 1.507 -0.203
H -1.497 2.223 -0.557
H -2.952 -0.304 1.310
H -3.386 -1.211 -0.192
H -2.138 -1.808 0.853
H -0.313 -0.936 2.011
H 1.841 -1.666 2.179
H 3.380 -0.736 0.512
H 2.870 1.655 -1.890
H 3.906 0.874 -0.695
H 0.448 1.481 -0.746
*
```

Values from the calculation:
Largest force on an atom   4.56 eV Å⁻¹
Structure (SMILES)   CN(C)[C@]1(Cl)NC=[NH+]C(=[NH2+])N1
Highest occupied orbital energy   -17.43 eV
Relative energy (zero: lowest compared OMol25 entry of this formula, charge and spin)   139.88 kJ/mol

=====

Entry 3:
Entry from the OMol25 dataset: a cluster of 2 separate species, C22H27N2OS2 in total at a distorted geometry (ωB97M-V/def2-TZVPD).

Structure (ORCA input):
```
! wB97M-V def2-TZVPD RIJCOSX def2/J DEFGRID3
* xyz -1 1
C -4.616 3.215 -2.083
C -4.504 1.767 -2.611
C -3.003 1.420 -2.652
N -2.372 2.531 -1.958
C -1.042 2.573 -1.642
S -0.110 1.175 -1.664
S -0.402 4.065 -1.178
C -3.178 3.729 -1.909
H -5.178 3.858 -2.763
H -5.115 3.242 -1.109
H -5.030 1.069 -1.952
H -4.954 1.683 -3.604
H -2.754 0.464 -2.164
H -2.673 1.341 -3.703
H -2.931 4.435 -2.722
H -3.041 4.257 -0.950
C 5.395 -3.877 -1.733
N 4.680 -3.721 -0.481
C 4.596 -4.935 0.310
C 3.902 -2.592 -0.210
C 2.557 -2.515 -0.638
C 1.772 -1.423 -0.310
C 2.318 -0.328 0.409
C 1.528 0.806 0.762
C 0.261 0.720 1.372
C -0.446 1.926 1.678
C -1.682 1.925 2.239
C -2.374 3.194 2.605
C -2.350 0.638 2.529
O -3.493 0.601 3.024
C -1.613 -0.602 2.226
C -2.250 -1.910 2.557
C -0.358 -0.527 1.707
C 3.692 -0.376 0.784
C 4.452 -1.493 0.502
H 5.375 -2.942 -2.305
H 6.440 -4.147 -1.522
H 4.947 -4.681 -2.338
H 4.002 -4.766 1.216
H 4.139 -5.748 -0.276
H 5.612 -5.243 0.599
H 2.134 -3.347 -1.205
H 0.733 -1.388 -0.650
H 1.995 1.791 0.725
H 0.013 2.876 1.385
H -3.355 2.959 3.025
H -1.789 3.750 3.352
H -2.481 3.833 1.719
H -3.227 -1.727 3.007
H -2.377 -2.521 1.653
H -1.630 -2.484 3.259
H 0.186 -1.455 1.516
H 4.112 0.469 1.334
H 5.487 -1.561 0.838
*
```

Values from the calculation:
Largest force on an atom   3.35 eV Å⁻¹
Highest occupied orbital energy   -3.44 eV
Relative energy (zero: lowest compared OMol25 entry of this formula, charge and spin)   5.39 kJ/mol

=====

Entry 4:
Entry from the OMol25 dataset: a cluster of 2 separate species, C9H13ClF2N3 in total at a distorted geometry (ωB97M-V/def2-TZVPD).

Structure (ORCA input):
```
! wB97M-V def2-TZVPD RIJCOSX def2/J DEFGRID3
* xyz 1 1
C -0.420 0.771 0.510
C -0.538 -0.319 3.325
C -1.947 0.792 0.916
C -2.376 0.570 2.163
C 0.500 0.585 -0.991
C 0.010 -1.019 2.199
C 0.950 1.823 -1.581
C 0.521 -2.404 2.362
C 0.964 -1.173 -2.564
N -1.609 0.377 3.257
N -0.086 -0.633 1.000
N 0.426 -0.630 -1.392
F -3.665 0.639 2.410
F 0.417 2.482 -4.471
Cl -2.909 1.089 -0.401
H 0.138 1.582 0.892
H -0.132 -0.402 4.360
H 0.182 2.376 -2.105
H 1.532 1.617 -2.494
H 1.469 2.507 -0.955
H 0.228 -2.932 3.356
H 1.671 -2.394 2.351
H 0.241 -3.116 1.610
H 2.132 -1.248 -2.426
H 0.484 -2.220 -2.441
H 0.690 -0.424 -3.359
H 0.142 -1.226 -0.401
H 0.985 2.934 -5.130
*
```

Values from the calculation:
Largest force on an atom   5.14 eV Å⁻¹
Highest occupied orbital energy   -12.37 eV

=====

Entry 5:
Entry from the OMol25 dataset: a structure of composition C29H71AsF12N5O13S2 at a distorted geometry (ωB97M-V/def2-TZVPD).

Structure (ORCA input):
```
! wB97M-V def2-TZVPD RIJCOSX def2/J DEFGRID3
* xyz 2 2
C -15.407 5.559 13.295
C -14.780 5.376 14.683
C -13.284 5.254 14.692
O -15.355 6.105 15.731
H -16.482 5.380 13.262
H -14.947 5.000 12.480
H -15.361 6.613 13.021
H -15.196 4.410 14.968
H -12.868 6.234 14.460
H -12.761 4.521 14.078
H -12.876 5.042 15.680
C -11.762 7.822 18.290
O -12.119 6.521 17.883
C -11.984 5.423 18.913
C -12.973 4.336 18.570
N -14.436 4.759 18.532
H -14.530 5.337 17.709
H -14.954 3.910 18.355
C -15.004 5.475 19.779
C -15.358 6.942 19.536
O -16.550 7.358 20.166
C -17.052 8.648 19.782
H -11.957 8.559 17.511
H -10.767 7.856 18.734
H -12.367 8.156 19.133
H -11.922 5.635 19.980
H -11.040 4.918 18.706
H -12.956 3.407 19.140
H -12.828 3.924 17.571
H -14.513 5.285 20.733
H -15.964 4.980 19.928
H -15.621 7.030 18.482
H -14.426 7.480 19.709
H -17.045 8.778 18.700
H -16.305 9.400 20.036
H -18.065 8.876 20.113
C -17.490 -2.344 6.997
O -17.049 -0.996 6.893
C -17.146 -0.344 5.638
C -16.384 0.956 5.632
N -17.109 1.877 6.623
H -18.024 2.046 6.230
H -17.358 1.315 7.425
C -16.444 3.254 6.831
C -17.310 4.179 7.569
O -17.430 3.654 8.859
C -16.459 4.264 9.834
H -16.991 -3.146 6.453
H -18.476 -2.370 6.532
H -17.517 -2.611 8.054
H -18.179 -0.127 5.368
H -16.592 -0.883 4.869
H -16.476 1.299 4.602
H -15.361 0.868 5.998
H -16.240 3.618 5.824
H -15.476 2.986 7.254
H -18.278 4.323 7.088
H -17.070 5.241 7.518
H -16.494 3.620 10.713
H -16.685 5.250 10.241
H -15.447 4.279 9.430
C -21.271 6.818 18.414
O -20.220 6.359 17.660
C -20.333 6.002 16.326
C -18.917 5.873 15.584
N -17.974 4.931 16.336
H -16.995 5.170 16.270
H -18.274 4.923 17.300
C -18.017 3.420 16.033
C -18.710 2.789 17.216
O -18.280 3.394 18.392
C -19.172 3.203 19.438
H -20.915 6.674 19.435
H -22.120 6.143 18.301
H -21.648 7.830 18.268
H -21.048 6.611 15.773
H -20.791 5.013 16.354
H -18.380 6.800 15.784
H -18.935 5.579 14.535
H -16.999 3.031 16.045
H -18.432 3.218 15.046
H -18.470 1.732 17.098
H -19.773 2.822 16.977
H -18.770 3.532 20.397
H -19.395 2.142 19.553
H -20.089 3.760 19.247
C -13.957 12.664 12.785
O -14.119 11.557 13.652
C -13.242 11.346 14.660
C -13.990 10.428 15.583
N -14.671 9.123 14.995
H -13.983 8.735 14.366
H -14.934 8.443 15.693
C -15.893 9.358 14.096
C -17.073 10.170 14.627
O -17.354 9.778 15.904
C -18.557 10.349 16.467
H -14.006 13.622 13.303
H -14.696 12.533 11.994
H -13.060 12.575 12.172
H -13.157 12.291 15.196
H -12.307 10.824 14.453
H -14.772 10.879 16.193
H -13.255 9.953 16.233
H -16.228 8.354 13.833
H -15.491 9.683 13.137
H -17.975 10.050 14.027
H -16.885 11.242 14.687
H -18.510 10.362 17.556
H -19.392 9.737 16.128
H -18.726 11.348 16.065
As -11.789 8.726 11.507
F -10.674 9.034 10.096
F -13.201 8.776 10.428
F -12.802 8.375 12.939
F -10.242 8.624 12.546
F -12.018 10.484 11.781
F -11.481 7.047 11.225
C -12.032 1.893 12.528
F -11.888 0.532 12.709
F -12.639 2.426 13.592
F -10.805 2.302 12.163
S -13.083 2.177 10.902
O -14.013 3.263 11.188
O -12.128 2.580 9.904
N -13.875 0.599 10.791
S -13.654 0.134 9.442
O -14.316 0.840 8.328
O -12.231 -0.182 9.155
C -14.612 -1.569 9.269
F -15.916 -1.344 9.550
F -14.535 -1.980 8.002
F -14.073 -2.412 10.141
*
```

Values from the calculation:
⟨S²⟩   0.764
Largest force on an atom   10.01 eV Å⁻¹
Highest occupied orbital energy (spin up / spin down)   -11.73 / -11.73 eV

=====

Entry 6:
Entry from the OMol25 dataset: a structure of composition C28H42N4O3RuSSi2Te at a distorted geometry (ωB97M-V/def2-TZVPD).

Structure (ORCA input):
```
! wB97M-V def2-TZVPD RIJCOSX def2/J DEFGRID3
* xyz -1 2
Ru 1.419 -2.141 0.323
N 0.161 -4.226 -0.377
C -0.943 -4.271 0.577
C -0.441 -3.992 2.012
O -0.921 -4.621 2.955
N 0.509 -3.070 2.078
C 1.156 -2.877 3.347
C 2.386 -1.948 3.255
O 3.273 -2.037 4.087
O 2.366 -1.082 2.310
H -0.176 -4.237 -1.336
H 0.795 -5.014 -0.245
H -1.462 -5.244 0.586
H -1.660 -3.488 0.305
H 1.479 -3.836 3.776
H 0.457 -2.412 4.065
C -4.471 2.089 1.483
Si -3.086 0.923 2.097
C -3.002 1.089 4.000
C -3.496 -0.872 1.611
C -1.463 1.473 1.296
Te 0.111 0.104 1.970
C 1.607 1.573 1.462
Si 2.047 2.469 3.082
C 3.393 3.775 2.669
C 0.505 3.401 3.738
C 2.655 1.328 4.478
H -5.423 1.833 1.935
H -4.585 2.026 0.407
H -4.252 3.121 1.733
H -3.937 0.774 4.455
H -2.822 2.117 4.301
H -2.205 0.476 4.411
H -4.432 -1.208 2.049
H -2.711 -1.548 1.941
H -3.581 -0.967 0.532
H -1.192 2.486 1.577
H -1.537 1.438 0.211
H 1.215 2.228 0.689
H 2.465 1.028 1.089
H 3.049 4.472 1.910
H 4.301 3.308 2.301
H 3.650 4.349 3.552
H 0.130 4.123 3.019
H 0.739 3.939 4.652
H -0.294 2.697 3.954
H 3.446 0.662 4.148
H 1.844 0.693 4.830
H 3.027 1.898 5.326
N 4.078 -0.790 -0.046
C 3.297 -1.750 -0.691
N 3.192 -1.530 -2.072
S 3.502 -3.406 -0.194
H 3.869 0.163 -0.325
H 4.100 -0.913 0.964
H 2.874 -0.606 -2.344
H 2.699 -2.268 -2.560
C 0.250 -1.052 -1.011
C -0.120 -0.505 -2.053
C -0.482 0.035 -3.279
C 0.537 0.696 -4.047
C 0.557 0.617 -5.450
C 1.607 1.140 -6.172
C 2.658 1.776 -5.525
C 2.645 1.884 -4.140
C 1.609 1.346 -3.410
C -1.815 -0.185 -3.774
C -2.467 0.743 -4.602
C -3.766 0.528 -5.012
C -4.445 -0.621 -4.633
C -3.813 -1.552 -3.819
C -2.527 -1.329 -3.382
H -0.241 0.097 -5.961
H 1.617 1.047 -7.252
H 3.479 2.185 -6.095
H 3.455 2.394 -3.634
H 1.589 1.431 -2.331
H -1.956 1.650 -4.894
H -4.262 1.262 -5.636
H -5.456 -0.794 -4.975
H -4.328 -2.458 -3.531
H -2.027 -2.041 -2.743
*
```

Values from the calculation:
⟨S²⟩   1.043
Largest force on an atom   4.20 eV Å⁻¹
Highest occupied orbital energy (spin up / spin down)   -3.50 / -3.52 eV
Relative energy (zero: lowest compared OMol25 entry of this formula, charge and spin)   451.02 kJ/mol

=====

Entry 7:
Entry from the OMol25 dataset: an isolated molecule of C22H32N6O6 (ωB97M-V/def2-TZVPD).

Structure (ORCA input):
```
! wB97M-V def2-TZVPD RIJCOSX def2/J DEFGRID3
* xyz 0 1
C -9.941 -2.591 0.770
C -9.636 -1.100 0.808
O -8.235 -0.851 0.918
C -7.534 -0.916 -0.235
O -8.029 -1.102 -1.322
N -6.201 -0.772 -0.031
C -5.601 -0.369 1.223
C -5.070 1.066 1.109
N -4.162 1.168 -0.018
C -2.816 1.231 0.256
O -2.422 1.420 1.390
N -1.983 1.101 -0.826
C -0.596 1.274 -0.867
C 0.151 1.746 0.208
C 1.517 1.910 0.089
C 2.175 1.594 -1.096
N 3.557 1.750 -1.253
C 4.510 1.950 -0.267
O 5.419 2.737 -0.434
N 4.372 1.203 0.870
C 5.371 1.381 1.902
C 6.501 0.352 1.743
N 5.948 -0.896 1.246
C 6.563 -1.513 0.206
O 7.666 -1.227 -0.191
O 5.805 -2.511 -0.311
C 6.429 -3.294 -1.326
C 7.352 -4.350 -0.736
C 4.568 -1.122 1.598
C 3.678 -0.071 0.909
C 1.423 1.140 -2.177
C 0.057 0.984 -2.064
C -4.815 0.806 -1.256
C -5.324 -0.641 -1.173
H -11.017 -2.741 0.752
H -9.508 -3.032 -0.125
H -9.526 -3.083 1.646
H -10.072 -0.630 1.692
H -10.013 -0.616 -0.098
H -4.767 -1.045 1.440
H -6.342 -0.443 2.016
H -5.903 1.760 0.957
H -4.521 1.342 2.009
H -2.384 0.841 -1.713
H -0.347 1.991 1.131
H 2.077 2.316 0.917
H 3.845 2.138 -2.142
H 5.775 2.389 1.809
H 4.879 1.278 2.874
H 7.001 0.184 2.704
H 7.240 0.697 1.018
H 5.602 -3.752 -1.873
H 6.994 -2.631 -1.990
H 8.172 -3.868 -0.210
H 7.759 -4.966 -1.534
H 6.806 -4.983 -0.040
H 4.482 -1.049 2.686
H 4.272 -2.123 1.288
H 3.466 -0.389 -0.114
H 2.725 0.020 1.445
H 1.915 0.916 -3.112
H -0.510 0.636 -2.916
H -5.677 1.472 -1.385
H -4.170 0.936 -2.124
H -4.479 -1.328 -1.050
H -5.891 -0.908 -2.066
*
```

Values from the calculation:
Largest force on an atom   0.59 eV Å⁻¹
Structure (SMILES)   CCOC(=O)N1CCN(C(=O)Nc2ccc(NC(=O)N3CCN(C(=O)OCC)CC3)cc2)CC1
Highest occupied orbital energy   -7.94 eV
Relative energy (zero: lowest compared OMol25 entry of this formula, charge and spin)   16.44 kJ/mol

=====

Entry 8:
Entry from the OMol25 dataset: a cluster of 3 separate species, C13H17ClF16O3P2 in total at a distorted geometry (ωB97M-V/def2-TZVPD).

Structure (ORCA input):
```
! wB97M-V def2-TZVPD RIJCOSX def2/J DEFGRID3
* xyz 0 1
F 1.173 3.286 3.477
C 0.793 2.735 4.648
F 0.620 1.408 4.442
C -0.523 3.328 5.153
F -1.521 3.030 4.295
F -0.795 2.684 6.322
C -0.555 4.832 5.471
O -1.089 5.694 4.487
C -0.305 6.176 3.476
F 0.993 5.893 3.677
F -0.426 7.518 3.485
C -0.796 5.684 2.116
F -0.785 4.337 2.065
F 0.030 6.151 1.155
H 1.590 2.872 5.384
H -1.248 4.928 6.303
H 0.405 5.188 5.842
H -1.811 6.039 1.929
F -0.675 -2.846 -5.389
C -0.687 -2.610 -4.064
F -1.408 -1.485 -3.844
C 0.728 -2.395 -3.522
F 1.271 -1.287 -4.058
F 0.576 -2.155 -2.179
C 1.723 -3.562 -3.640
O 2.642 -3.527 -4.710
C 2.305 -4.018 -5.942
F 1.135 -4.676 -5.909
F 3.254 -4.910 -6.286
C 2.313 -2.913 -6.997
F 1.444 -1.938 -6.669
F 1.938 -3.437 -8.184
H -1.175 -3.444 -3.550
H 2.353 -3.485 -2.757
H 1.225 -4.528 -3.564
H 3.313 -2.485 -7.087
C -0.136 -0.066 1.500
C -1.225 -0.408 0.458
C -2.375 -1.137 1.089
Cl -3.657 -1.463 -0.124
P -1.764 -2.684 1.901
P -0.547 -3.772 0.438
O -0.928 -5.196 0.343
H 0.158 0.953 1.375
H 0.721 -0.678 1.310
H -0.437 -0.281 2.502
H -1.532 0.511 0.014
H -0.757 -0.992 -0.300
H -2.775 -0.514 1.863
H -2.869 -3.512 2.141
H 0.766 -3.654 0.929
H -0.666 -3.192 -0.816
*
```

Values from the calculation:
Largest force on an atom   1.63 eV Å⁻¹
Structure (SMILES)   FC(F)C(F)(F)COC(F)(F)C(F)F.FC(F)C(F)(F)COC(F)(F)C(F)F.CC[C@@H](Cl)P[PH2]=O
Highest occupied orbital energy   -8.99 eV

=====

Copy entry 3 word for word.
Entry from the OMol25 dataset: a cluster of 2 separate species, C22H27N2OS2 in total at a distorted geometry (ωB97M-V/def2-TZVPD).

Structure (ORCA input):
```
! wB97M-V def2-TZVPD RIJCOSX def2/J DEFGRID3
* xyz -1 1
C -4.616 3.215 -2.083
C -4.504 1.767 -2.611
C -3.003 1.420 -2.652
N -2.372 2.531 -1.958
C -1.042 2.573 -1.642
S -0.110 1.175 -1.664
S -0.402 4.065 -1.178
C -3.178 3.729 -1.909
H -5.178 3.858 -2.763
H -5.115 3.242 -1.109
H -5.030 1.069 -1.952
H -4.954 1.683 -3.604
H -2.754 0.464 -2.164
H -2.673 1.341 -3.703
H -2.931 4.435 -2.722
H -3.041 4.257 -0.950
C 5.395 -3.877 -1.733
N 4.680 -3.721 -0.481
C 4.596 -4.935 0.310
C 3.902 -2.592 -0.210
C 2.557 -2.515 -0.638
C 1.772 -1.423 -0.310
C 2.318 -0.328 0.409
C 1.528 0.806 0.762
C 0.261 0.720 1.372
C -0.446 1.926 1.678
C -1.682 1.925 2.239
C -2.374 3.194 2.605
C -2.350 0.638 2.529
O -3.493 0.601 3.024
C -1.613 -0.602 2.226
C -2.250 -1.910 2.557
C -0.358 -0.527 1.707
C 3.692 -0.376 0.784
C 4.452 -1.493 0.502
H 5.375 -2.942 -2.305
H 6.440 -4.147 -1.522
H 4.947 -4.681 -2.338
H 4.002 -4.766 1.216
H 4.139 -5.748 -0.276
H 5.612 -5.243 0.599
H 2.134 -3.347 -1.205
H 0.733 -1.388 -0.650
H 1.995 1.791 0.725
H 0.013 2.876 1.385
H -3.355 2.959 3.025
H -1.789 3.750 3.352
H -2.481 3.833 1.719
H -3.227 -1.727 3.007
H -2.377 -2.521 1.653
H -1.630 -2.484 3.259
H 0.186 -1.455 1.516
H 4.112 0.469 1.334
H 5.487 -1.561 0.838
*
```

Values from the calculation:
Largest force on an atom   3.35 eV Å⁻¹
Highest occupied orbital energy   -3.44 eV
Relative energy (zero: lowest compared OMol25 entry of this formula, charge and spin)   5.39 kJ/mol